1.
{
  "formula": "C35H30O23",
  "method": "ωB97M-V/def2-TZVPD",
  "total_energy_ha": -3082.1929,
  "species": ["O", "C", "C", "C", "O", "C", "O", "C", "C", "O", "H", "H", "H", "H", "O", "C", "C", "C", "O", "C", "O", "C", "C", "O", "H", "H", "H", "H", "O", "C", "C", "C", "O", "C", "O", "C", "C", "O", "H", "H", "H", "H", "O", "C", "C", "C", "O", "C", "O", "C", "C", "O", "H", "H", "H", "H", "O", "C", "C", "C", "O", "C", "O", "C", "C", "O", "H", "H", "H", "H", "C", "C", "C", "O", "C", "O", "C", "O", "H", "H", "H", "H", "H", "H", "H", "H", "H", "H"],
  "xyz": [[2.98649, -2.03617, 2.12728], [3.82550, -2.84608, 2.48481], [4.84182, -2.53143, 3.47066], [5.74206, -3.46067, 3.82025], [6.69706, -3.25057, 4.70660], [5.73705, -4.83915, 3.21997], [6.59928, -5.61325, 3.58618], [4.70787, -5.16470, 2.25116], [3.80369, -4.24072, 1.89529], [2.84495, -4.50303, 1.02118], [4.83845, -1.53829, 3.89906], [7.20277, -4.08253, 4.76490], [4.70370, -6.16386, 1.83975], [2.33662, -3.68403, 0.89135], [4.16318, -3.57894, -4.89571], [3.96607, -2.74144, -4.03793], [3.38306, -3.02946, -2.73825], [3.19159, -2.03549, -1.86254], [2.67008, -2.23601, -0.65816], [3.55879, -0.61049, -2.17938], [3.33529, 0.23871, -1.34069], [4.15813, -0.32738, -3.47330], [4.35287, -1.32218, -4.34808], [4.89077, -1.14667, -5.54426], [3.12088, -4.05490, -2.51827], [2.63294, -1.36578, -0.21636], [4.42965, 0.69613, -3.68806], [4.90825, -2.02544, -5.96604], [-5.44143, 2.34398, -2.98979], [-4.68881, 1.87935, -2.15846], [-4.82281, 0.54743, -1.58845], [-3.94458, 0.13737, -0.66434], [-3.98705, -1.06195, -0.09912], [-2.81493, 1.00944, -0.19112], [-2.07194, 0.55492, 0.65830], [-2.66779, 2.32974, -0.77358], [-3.54525, 2.74200, -1.69760], [-3.48101, 3.93212, -2.27226], [-5.63664, -0.07267, -1.93824], [-3.24018, -1.09133, 0.52793], [-1.84404, 2.94468, -0.43609], [-4.23496, 3.98633, -2.88943], [-6.35758, -4.41713, -5.05650], [-5.35331, -4.39438, -4.37270], [-4.44511, -5.51796, -4.21859], [-3.37051, -5.39477, -3.42859], [-2.49527, -6.36762, -3.23239], [-3.06810, -4.12123, -2.68599], [-2.07862, -4.10341, -1.97884], [-3.96534, -2.99323, -2.85553], [-5.03835, -3.11569, -3.64571], [-5.90706, -2.13628, -3.85069], [-4.67222, -6.42863, -4.75397], [-1.82766, -6.01236, -2.61739], [-3.73300, -2.08335, -2.32689], [-6.58273, -2.49461, -4.45612], [-4.29951, 7.87987, -1.25008], [-3.29121, 7.84032, -0.57182], [-2.41484, 6.68636, -0.48307], [-1.33483, 6.73695, 0.30558], [-0.48811, 5.72682, 0.44495], [-0.99071, 7.95852, 1.11299], [0.00186, 7.90692, 1.81237], [-1.85670, 9.12051, 1.01002], [-2.93705, 9.07067, 0.21976], [-3.77736, 10.08175, 0.06960], [-2.67127, 5.81258, -1.06599], [0.19299, 6.02979, 1.07390], [-1.59574, 9.99793, 1.58404], [-4.46515, 9.77277, -0.54844], [1.72981, 1.22164, 1.70484], [0.50066, 1.25016, 2.59567], [0.12420, -0.13572, 3.12917], [0.02015, -0.12426, 4.55482], [0.87650, -0.97918, 5.22626], [1.69017, -0.29616, 6.16512], [2.54307, 0.60698, 5.63243], [3.70933, 0.69339, 5.98084], [2.64207, 1.24547, 2.28622], [1.76708, 0.34305, 1.07923], [1.73899, 2.10146, 1.07606], [0.70469, 1.86545, 3.46179], [-0.34579, 1.67620, 2.08453], [0.81493, -0.89622, 2.78749], [-0.85414, -0.38144, 2.74090], [1.52316, -1.52609, 4.54596], [0.31109, -1.68496, 5.81837], [2.11909, 1.29153, 4.89719]],
  "forces_ev_per_angstrom": [[-0.2, -0.2, -0.2], [0.3, 0.1, 0.4], [-0.2, 0.1, -0.1], [-0.1, 0.2, 0.1], [0.1, 0.0, 0.1], [-0.3, -0.2, -0.3], [0.2, 0.0, 0.1], [0.2, -0.1, 0.1], [0.1, -0.2, 0.0], [-0.1, 0.1, 0.2], [0.0, 0.0, 0.0], [0.1, -0.1, 0.0], [0.0, 0.0, 0.0], [0.0, 0.1, -0.2], [0.1, 0.0, -0.2], [-0.2, -0.2, 0.4], [0.0, -0.1, -0.1], [0.0, -0.4, -0.1], [-0.1, 0.4, -0.1], [0.2, 0.2, -0.4], [-0.1, -0.1, 0.3], [0.0, 0.1, 0.1], [0.0, 0.2, 0.0], [0.0, 0.0, -0.1], [0.0, 0.0, 0.0], [0.0, 0.0, 0.1], [0.0, 0.0, 0.0], [0.0, -0.1, -0.1], [0.0, 0.2, -0.1], [-0.1, -0.4, 0.1], [-0.1, 0.1, -0.1], [-0.2, -0.1, -0.1], [0.0, 0.0, 0.1], [0.1, 0.4, -0.2], [0.0, -0.2, 0.1], [0.1, -0.1, 0.2], [0.2, 0.0, 0.2], [0.0, 0.1, -0.1], [0.0, 0.0, 0.0], [0.1, 0.0, 0.1], [0.0, 0.0, 0.0], [-0.1, 0.0, -0.1], [-0.2, 0.2, -0.1], [0.2, -0.4, 0.0], [-0.2, 0.0, -0.1], [-0.1, -0.1, -0.1], [0.1, -0.1, 0.0], [-0.2, 0.4, 0.0], [0.2, -0.1, 0.0], [0.2, 0.0, 0.1], [0.1, 0.1, 0.1], [0.0, 0.0, 0.0], [0.0, 0.0, 0.0], [0.1, 0.0, 0.1], [0.0, 0.0, 0.0], [-0.1, 0.0, -0.1], [-0.1, 0.2, 0.0], [0.3, -0.4, 0.0], [-0.2, 0.0, -0.1], [-0.1, -0.1, -0.1], [0.0, -0.1, 0.0], [-0.2, 0.4, 0.0], [0.2, -0.2, 0.0], [0.2, 0.0, 0.1], [0.1, 0.1, 0.2], [-0.1, 0.1, 0.0], [0.0, 0.0, 0.0], [0.1, 0.0, 0.1], [0.0, 0.0, 0.0], [-0.1, 0.0, -0.1], [-0.1, 0.5, 0.1], [0.4, -0.6, 0.3], [-0.5, 0.7, -0.1], [0.2, -0.3, -0.1], [-0.4, 0.0, 0.1], [0.6, 0.3, 0.0], [2.2, 0.1, 0.8], [-2.0, -0.2, -0.4], [0.3, -0.1, 0.2], [-0.1, -0.2, -0.3], [0.1, 0.2, -0.3], [-0.1, 0.3, 0.2], [-0.3, 0.2, -0.2], [0.3, -0.2, 0.1], [-0.3, -0.3, -0.1], [0.1, -0.1, -0.3], [-0.1, -0.1, 0.3], [-0.2, -0.1, -0.2]]
}

***

2.
{
  "formula": "C35H31Co2NO5P",
  "method": "ωB97M-V/def2-TZVPD",
  "total_energy_ha": -4890.1279,
  "e_above_lowest_kj_mol": 0.0,
  "total_charge": -1,
  "species": ["O", "C", "Co", "C", "O", "C", "O", "C", "C", "C", "C", "C", "C", "C", "C", "C", "Co", "C", "O", "C", "O", "P", "C", "C", "C", "C", "C", "C", "C", "C", "C", "C", "C", "C", "C", "C", "C", "C", "C", "C", "H", "H", "H", "H", "H", "H", "H", "H", "H", "H", "H", "H", "H", "H", "H", "H", "H", "H", "H", "H", "H", "H", "C", "C", "C", "N", "H", "H", "H", "H", "H", "H", "H", "H", "H"],
  "xyz": [[-3.15138, 0.26455, 4.22058], [-2.63404, 0.33294, 3.18843], [-2.03701, 0.46127, 1.56623], [-1.52125, 2.15591, 1.63292], [-1.08679, 3.22260, 1.77462], [-0.62287, -0.50737, 1.91752], [0.34515, -1.07084, 2.23291], [-3.04569, -0.56795, 0.48368], [-3.67546, 0.64273, 0.85361], [-4.84975, 1.26966, 1.15540], [-4.88275, 2.64877, 1.59922], [-5.64988, 3.02019, 2.73454], [-5.57643, 4.31028, 3.24226], [-4.81791, 5.28874, 2.58665], [-4.11579, 4.95455, 1.42308], [-4.12521, 3.64608, 0.94651], [-2.72309, 0.42221, -1.05874], [-2.38964, 1.99705, -1.74996], [-2.12182, 2.98453, -2.30737], [-3.78638, -0.32302, -2.21504], [-4.34198, -0.83384, -3.09907], [-0.95538, -0.59133, -1.70412], [0.64995, 0.21488, -1.36706], [1.85182, -0.39947, -1.75394], [3.07100, 0.21407, -1.45113], [3.09430, 1.44222, -0.77999], [1.89651, 2.06749, -0.42370], [0.67892, 1.46545, -0.74303], [-0.85836, -2.27327, -0.98470], [0.25721, -2.70935, -0.26549], [0.21746, -3.93492, 0.39987], [-0.92880, -4.73137, 0.34285], [-2.02492, -4.32417, -0.42306], [-1.98966, -3.09828, -1.09370], [-0.84398, -0.94875, -3.50289], [-0.82707, -2.25132, -4.02271], [-0.96848, -2.45338, -5.39953], [-1.06698, -1.35936, -6.26387], [-0.98107, -0.05888, -5.75454], [-0.84938, 0.14830, -4.37918], [-3.39196, -1.58393, 0.57124], [-5.76940, 0.67909, 1.17616], [-6.25215, 2.25284, 3.22468], [-6.11656, 4.56878, 4.15218], [-4.77990, 6.30794, 2.97623], [-3.55003, 5.71691, 0.88630], [-3.58529, 3.37845, 0.03063], [1.82736, -1.35921, -2.27594], [4.00136, -0.27428, -1.74232], [4.04736, 1.91725, -0.54037], [1.89613, 3.03237, 0.08433], [-0.25860, 1.97761, -0.50571], [1.16123, -2.10472, -0.24899], [1.09176, -4.25267, 0.96775], [-0.96505, -5.67409, 0.89160], [-2.91468, -4.94831, -0.50430], [-2.84681, -2.77534, -1.69330], [-0.71474, -3.10772, -3.35669], [-1.00738, -3.47214, -5.78698], [-1.20014, -1.52039, -7.33483], [-1.02348, 0.80024, -6.42368], [-0.76583, 1.16373, -3.98238], [3.18612, 0.82695, 6.92356], [3.08703, 0.25427, 5.51463], [2.63164, 1.27567, 4.47182], [2.74559, 0.74397, 3.12253], [3.56631, 0.06442, 7.60733], [3.86911, 1.68219, 6.96169], [2.20987, 1.15243, 7.29763], [4.06488, -0.13756, 5.20883], [2.38026, -0.58490, 5.50788], [1.59626, 1.58752, 4.70135], [3.27439, 2.16454, 4.53570], [2.08582, -0.01915, 2.97652], [2.57538, 1.46217, 2.42592]],
  "forces_ev_per_angstrom": [[0.9, 0.1, -1.2], [-2.0, -0.4, 2.2], [3.2, 2.1, 0.9], [1.7, 1.9, 0.2], [-0.9, -1.6, -0.3], [2.7, -0.9, -0.4], [-1.6, 0.6, -0.1], [-3.3, -1.2, -0.5], [-2.7, -1.3, -0.7], [0.4, -0.7, -0.3], [-0.2, 0.5, 0.4], [0.4, 0.0, -0.4], [0.0, 0.2, -0.2], [0.1, -0.1, -0.1], [-0.1, -0.1, 0.2], [-0.3, -0.1, 0.1], [1.5, 0.9, 0.1], [0.0, 1.4, -1.6], [-0.2, -1.0, 0.9], [-1.2, 0.0, -0.4], [0.6, 0.2, 0.6], [0.0, -0.2, 0.0], [0.5, -0.3, -0.3], [0.2, 0.5, 0.3], [-0.2, 0.0, -0.1], [-0.2, -0.1, 0.0], [0.1, -0.2, -0.3], [0.0, 0.0, 0.0], [0.5, 0.0, 0.0], [-0.3, -0.4, -0.2], [-0.1, -0.1, 0.0], [0.2, 0.1, 0.0], [0.1, 0.3, -0.2], [0.1, -0.2, 0.3], [0.5, -0.1, -0.1], [-0.2, 0.3, -0.3], [0.1, 0.3, 0.1], [0.0, -0.1, 0.2], [0.1, -0.1, 0.3], [-0.2, -0.3, -0.3], [0.0, -0.2, 0.3], [0.1, 0.2, -0.1], [0.2, 0.2, -0.1], [0.1, 0.0, -0.2], [0.0, -0.3, -0.1], [-0.1, -0.2, 0.2], [-0.2, 0.1, 0.5], [0.0, 0.3, 0.1], [-0.2, 0.2, 0.1], [-0.2, -0.2, -0.1], [0.1, -0.2, -0.1], [0.5, -0.4, -0.1], [-0.3, -0.2, 0.3], [-0.3, 0.0, -0.1], [0.0, 0.2, -0.2], [0.2, 0.1, 0.1], [0.3, -0.1, 0.3], [-0.2, 0.3, -0.2], [0.0, 0.3, 0.0], [0.0, 0.1, 0.3], [0.0, -0.2, 0.1], [-0.2, -0.3, -0.1], [-0.1, -0.1, 0.0], [0.0, 0.1, -0.2], [-0.1, 0.1, 0.1], [0.2, -0.3, -0.1], [0.0, 0.1, 0.1], [-0.1, -0.1, 0.0], [0.1, 0.0, -0.1], [-0.2, 0.0, 0.0], [0.1, 0.0, 0.0], [0.2, 0.1, 0.1], [-0.1, -0.1, 0.1], [0.2, 0.4, -0.1], [-0.1, -0.2, 0.1]]
}